# 1
Density functional theory data (ωB97M-V with the def2-TZVPD basis set) for a molecular structure, C33H25BrN8O2Ru.

Properties
Charge: +1
LUMO level (spin up / spin down), Ha: -0.13580 / -0.13634
2S+1: 2
Relative energy (zero: lowest compared OMol25 entry of this formula, charge and spin), kcal/mol: 8.3
Kohn-Sham gap (spin up / spin down), Eh: 0.229 / 0.229

CARTESIAN COORDINATES (ANGSTROEM)
Ru  0.13018  -0.30610  -0.55610
Br  0.64084  7.57888  -2.34807
O  0.15793  2.13014  -1.99438
O  -0.03139  1.64631  0.16379
N  0.14324  5.64078  1.23603
N  -0.00558  -0.28113  3.72954
N  2.73029  0.12246  0.78646
N  2.14496  -0.00956  -0.43473
N  0.40232  -2.38179  -0.76900
N  0.39653  -4.41038  -1.56351
N  0.54933  -0.43001  1.48467
N  0.76431  -0.35235  -2.62761
C  0.40841  6.21775  -1.06077
C  2.66484  0.10945  -3.99704
C  0.33804  4.89337  -1.44102
C  -2.75425  -1.58576  -0.15053
C  -4.41837  -3.63233  0.91418
C  1.61657  0.19752  5.46842
C  0.00020  -0.39392  -3.71409
C  0.30729  6.55149  0.28459
C  -4.95259  -2.66070  0.11872
C  -2.24790  -2.60934  0.69508
C  -4.15350  -1.61959  -0.41466
C  2.08292  -0.07523  -2.75074
C  2.27659  0.12371  3.13535
C  -0.31883  -0.48537  2.45485
C  1.06144  -3.20005  0.11759
C  0.09659  2.49948  -0.81143
C  3.90420  0.61668  4.83304
C  1.87837  -0.05124  1.74667
C  -3.04323  -3.59494  1.21447
C  0.01841  -3.13683  -1.77269
C  1.87144  0.04044  -5.12711
C  2.83513  0.05385  -1.51014
C  -4.74197  -0.59685  -1.19690
C  0.51417  -0.20689  -4.98446
C  0.07558  4.36456  0.87499
C  1.30165  0.01193  4.12774
C  -2.58517  0.45180  -1.41094
C  -3.97280  0.42108  -1.67067
C  -1.93447  -0.52879  -0.69011
C  2.91816  0.49824  5.81322
C  1.06140  -4.46977  -0.36568
C  0.16900  3.94181  -0.44523
C  3.58743  0.43513  3.50454
H  -4.41731  1.22022  -2.25100
H  -0.06069  3.63552  1.66361
H  -1.35250  -0.70266  2.21523
H  1.48626  -2.82738  1.03126
H  -2.61055  -4.34988  1.85957
H  1.47079  -5.38166  0.02762
H  2.30250  0.19167  -6.10712
H  -2.01846  1.27977  -1.82222
H  0.36090  7.58786  0.59505
H  4.91855  0.85636  5.11842
H  0.84708  0.11008  6.22496
H  -5.80657  -0.63306  -1.39256
H  -0.56074  -2.81265  -2.61667
H  0.40761  4.58814  -2.47577
H  -0.14486  -0.24298  -5.83953
H  0.20062  -5.18170  -2.17897
H  -0.73739  -0.32639  4.42221
H  -1.05704  -0.55842  -3.54267
H  -1.19842  -2.61687  0.94893
H  3.72265  0.32193  -4.06763
H  4.33384  0.53151  2.72950
H  3.90788  0.21611  -1.49803
H  -5.04333  -4.41746  1.31804
H  -6.01115  -2.66202  -0.11214
H  3.17270  0.64604  6.85361

Löwdin population analysis, charges in e, atoms 1 to 8: Ru 1.367; Br 0.758; O 0.000; O -0.158; N 0.078; N 0.154; N 0.121; N -0.128

=====

# 2
Density functional theory data (ωB97M-V with the def2-TZVPD basis set) for 22 unconnected molecules or ions with the total composition C33H25Cl84N2O6P3S.

Properties
LUMO level, Ha: -0.01521
Kohn-Sham gap, Eh: 0.245

CARTESIAN COORDINATES (ANGSTROEM)
Cl  6.00938  -2.67992  -1.98171
Cl  -0.87268  1.26024  7.02515
Cl  3.83831  5.21085  -2.95482
Cl  5.48245  0.15556  -5.81254
Cl  -7.33389  2.65694  -11.61570
Cl  -1.78753  -1.17327  -5.62405
Cl  1.10813  9.60616  -0.56368
Cl  -3.69069  -7.04450  -7.88218
Cl  -1.48369  -1.51828  6.52264
Cl  -10.14133  0.20441  -2.68654
Cl  6.52972  1.52799  -1.29900
Cl  7.66655  -4.60500  2.54261
Cl  1.35551  3.89702  -2.50093
Cl  10.11958  2.63817  -3.54963
Cl  3.18522  2.83716  -4.46726
Cl  -7.99734  -4.45972  -5.91580
Cl  4.66197  -3.99524  0.20053
Cl  10.34534  4.70971  -5.54667
Cl  5.72616  -0.72811  -9.17389
Cl  9.38755  7.46973  0.78643
Cl  5.60200  -1.28669  0.50108
Cl  3.20436  -4.84914  -3.38545
Cl  4.05216  -1.71007  -4.17085
Cl  -0.11297  -3.28147  -4.60446
Cl  8.22820  -5.52921  -0.13120
Cl  -10.20581  2.54774  -11.37751
Cl  -5.84546  -2.55277  -5.68750
Cl  -12.20277  1.82870  10.66135
Cl  0.61794  -4.55886  8.92406
Cl  -5.87740  -6.54390  10.78575
Cl  -4.62807  0.56969  -6.83074
Cl  -4.19629  -8.76321  11.53286
Cl  9.98879  5.41255  -2.77270
Cl  1.56175  -2.85046  11.04816
Cl  -4.91099  -1.81954  12.09166
Cl  6.08997  2.71651  1.29932
Cl  -4.82347  3.42825  -6.52489
Cl  10.39734  -4.94889  1.68036
Cl  -5.90526  -0.19025  9.92907
Cl  8.76456  2.05200  0.44602
Cl  -5.08836  -6.89160  13.53723
Cl  -4.57961  2.26891  -9.15222
Cl  2.70967  -7.60418  -4.07498
Cl  8.45998  -1.59559  -9.43535
Cl  -10.60030  0.65976  12.75369
Cl  -10.70841  3.52470  12.45105
Cl  3.48341  8.23939  -1.47684
Cl  -2.92426  -0.08240  8.55739
Cl  1.14875  6.72598  -0.72030
Cl  -6.16453  -8.38071  -7.21748
Cl  -2.31739  -3.91219  -6.35343
Cl  -0.16112  -0.75326  8.96493
Cl  -8.53904  1.48144  -9.27704
Cl  -2.32963  2.23141  -7.34110
Cl  -6.44499  -3.02084  9.96822
Cl  -8.68381  4.32963  -9.69588
Cl  -0.70733  -4.56899  11.48437
Cl  7.96952  5.42061  2.22746
Cl  2.19455  -6.67164  -1.39438
Cl  6.97211  -0.80115  -11.77567
Cl  7.78229  1.17843  -9.83984
Cl  7.81417  4.21495  -4.25830
Cl  -7.31226  -0.31971  -2.88525
Cl  1.78695  5.30329  -4.98653
Cl  -3.13552  -6.08340  11.57078
Cl  3.54140  -1.64392  -7.00936
Cl  8.80007  -2.80281  0.60119
Cl  -9.32555  1.91908  10.49509
Cl  -7.73626  -1.27847  11.86880
Cl  6.05149  -2.67245  -6.00256
Cl  4.90968  -6.92115  -2.33822
Cl  -2.82378  -3.00811  -3.66082
Cl  -3.69974  -9.87243  -7.31858
Cl  3.33485  -1.84929  -1.20077
Cl  -4.88957  -8.88091  -9.75146
Cl  -5.31843  -5.37295  -5.37227
Cl  -5.98644  -4.29899  -7.97293
Cl  -9.18555  -2.51201  -2.84648
Cl  1.12665  8.31104  -3.13515
Cl  8.40533  7.99751  3.44668
Cl  10.61990  6.19050  3.05993
Cl  1.93254  -5.70565  11.21969
Cl  7.37653  4.23378  -0.80659
Cl  -9.02557  -0.78841  -5.15357
S  -3.65076  3.74830  2.70277
P  -1.18871  0.80173  -1.63886
P  0.36752  -0.05873  2.25163
P  -1.96397  2.96029  3.13141
O  3.19423  2.41649  -0.26262
O  -2.03354  4.04958  0.00651
O  -0.58972  1.45040  -3.03174
O  -2.17732  1.55150  3.89059
O  -1.22801  3.89671  4.23623
O  -0.13582  2.86970  -0.47175
N  0.29451  4.85609  1.85539
N  -0.83923  -0.85519  -1.79608
C  -4.61180  -8.54370  -8.04054
C  -6.28556  -4.17296  -6.23748
C  7.19209  2.63580  -0.09834
C  8.77499  -4.47141  1.17382
C  7.23357  -0.48649  -10.05780
C  -1.75903  -2.84237  -5.06647
C  -1.87530  0.43601  0.87738
C  -0.83479  -1.25020  2.98002
C  -6.25231  -1.57967  10.96799
C  9.56491  4.24414  -4.03294
C  2.53345  1.27958  0.27552
C  -8.91735  -0.85347  -3.39269
C  1.71206  8.21553  -1.47361
C  4.90596  -2.45604  -0.62277
C  1.12042  0.75011  3.74066
C  -4.08939  2.12692  -7.46288
C  -8.69273  2.75433  -10.49136
C  -4.57636  -7.07083  11.85707
C  9.09551  6.76946  2.38340
C  0.49613  3.41485  2.04474
C  0.85505  -4.42467  10.66831
C  -0.80935  2.65999  1.71606
C  4.78464  -1.46645  -5.75676
C  -0.02354  1.45743  -0.22779
C  -0.59949  1.19318  1.20944
C  -1.36298  -0.27823  7.77126
C  2.53766  4.31413  -3.73219
C  3.25363  -6.51306  -2.79910
C  -10.70959  1.98480  11.58883
C  -3.16242  0.91561  0.98642
C  1.33588  0.81823  -0.53979
C  -1.16346  3.31004  0.35739
C  -0.91783  -2.54993  2.17515
H  -0.39864  -1.49415  3.94176
H  2.29959  1.45458  1.32104
H  2.04290  1.22074  3.43448
H  -1.60236  -1.32104  -2.26035
H  3.25165  0.46118  0.26400
H  -3.60764  1.06958  1.95303
H  -0.74302  -2.40004  1.11740
H  0.08768  2.12060  -2.88017
H  0.83541  3.23787  3.06021
H  0.47484  1.48340  4.20050
H  -1.80043  -0.81180  3.19634
H  0.05129  -1.05831  -2.23317
H  -0.64490  5.14142  2.09768
H  0.94876  5.36257  2.42554
H  -1.89817  -2.98167  2.33358
H  1.55841  1.07261  -1.57431
H  1.33476  -0.04950  4.43380
H  1.30793  3.13169  1.39298
H  -3.77275  1.17497  0.13403
H  -0.61825  3.33843  4.73468
H  -1.72927  -0.58513  0.57022
H  3.89705  2.59206  0.37478
H  -0.21290  -3.28391  2.53709
H  -1.83943  1.59544  4.79433
H  1.25566  -0.25340  -0.49441

Löwdin population analysis, charges in e, atoms 1 to 8: Cl 0.500; Cl 0.572; Cl 0.519; Cl 0.515; Cl 0.508; Cl 0.530; Cl 0.523; Cl 0.486

=====

# 3
Density functional theory data (ωB97M-V with the def2-TZVPD basis set) for a molecular structure, C33H25GeN2O3Ru.

Properties
Charge: -1
LUMO level (spin up / spin down), Ha: 0.09771 / 0.09772
Relative energy (zero: lowest compared OMol25 entry of this formula, charge and spin), kcal/mol: 34.1
Kohn-Sham gap (spin up / spin down), Eh: 0.221 / 0.221

CARTESIAN COORDINATES (ANGSTROEM)
Ru  -0.87551  -2.47572  0.25443
Ge  1.16645  0.07849  0.97871
O  0.53036  -3.79516  -0.23289
O  -2.97643  -2.03277  -0.09450
O  -5.65514  -2.07402  -0.06825
N  -0.89666  -1.64859  -1.45136
N  -2.03319  -1.02921  -1.93750
C  -4.37890  0.27797  -2.54975
C  -1.59006  0.57890  1.90076
C  -0.87469  2.00316  4.16311
C  4.74799  -0.62201  3.11703
C  -0.01103  2.48435  -2.29966
C  3.47948  1.57556  2.00784
C  3.53800  -0.77602  2.45248
C  -0.23430  0.77321  2.17196
C  1.18326  1.23863  -0.60260
C  0.25516  -1.51688  -2.10070
C  0.81152  -1.79182  0.60297
C  -2.57282  1.08419  2.74117
C  4.68788  1.73680  2.67262
C  2.88486  0.31887  1.88986
C  -4.36176  -0.71889  -1.57122
C  2.90117  -3.28592  -0.00076
C  1.17975  2.74550  -2.96156
C  5.32417  0.63529  3.22913
C  0.10328  1.49377  3.31744
C  -5.54502  0.89353  -2.96838
C  -6.75300  0.51461  -2.39993
C  -6.76770  -0.47162  -1.43160
C  -3.04776  -1.31111  -1.16487
C  1.46031  -1.98760  -1.59585
C  -5.59046  -1.09262  -1.01216
C  3.88435  -2.08429  -1.88080
C  2.37328  1.50870  -1.27903
C  -2.21633  1.79746  3.87678
C  2.37446  2.25917  -2.44651
C  3.97999  -2.94598  -0.71330
C  2.67457  -1.66403  -2.29956
C  1.52327  -2.78906  -0.29513
C  -0.00651  1.74137  -1.12652
H  -3.61508  0.90658  2.50562
H  -7.68088  0.98190  -2.70613
H  -1.90326  0.02010  1.02630
H  3.30953  1.11420  -0.90013
H  -6.58042  -2.19218  0.16914
H  2.99603  2.44184  1.56731
H  -3.42452  0.55780  -2.97403
H  1.14736  1.65711  3.56169
H  4.95420  -3.33510  -0.43533
H  5.24364  -1.48623  3.54289
H  2.97512  -3.96380  0.84327
H  3.09929  -1.76274  2.35823
H  -2.98090  2.18733  4.53831
H  2.58881  -1.06369  -3.20022
H  0.22536  -0.95318  -3.02933
H  3.30816  2.45647  -2.96026
H  -0.94906  2.84985  -2.70007
H  4.78164  -1.82190  -2.42692
H  1.17786  3.32360  -3.87806
H  -7.70737  -0.78004  -0.98259
H  -0.58646  2.55707  5.04894
H  -0.94836  1.53717  -0.63166
H  5.13486  2.72063  2.75332
H  6.26891  0.75688  3.74543
H  -5.51076  1.66412  -3.72757

Löwdin population analysis, charges in e, atoms 1 to 8: Ru 1.182; Ge 0.992; O -0.283; O -0.184; O 0.058; N -0.190; N 0.067; C -0.037

=====

# 4
Density functional theory data (ωB97M-V with the def2-TZVPD basis set) for a molecular structure, C33H26Br4IrO2P2.

Properties
Charge: +1
LUMO level, Ha: -0.13155
Relative energy (zero: lowest compared OMol25 entry of this formula, charge and spin), kcal/mol: 0.0
Kohn-Sham gap, Eh: 0.243

CARTESIAN COORDINATES (ANGSTROEM)
Ir  0.28605  0.11835  0.94557
Br  -5.74281  0.82095  4.18708
Br  -3.22936  -1.38406  4.18099
Br  -2.62755  4.10935  0.67211
Br  -5.45252  3.58459  2.39017
P  2.22931  0.48882  -0.09182
P  -0.66615  0.01769  -1.06705
O  -0.71686  1.81333  1.06801
O  -0.98179  -0.41297  2.39104
C  5.12874  3.41860  1.83960
C  4.76450  1.46283  0.49467
C  -0.39711  -1.55963  -1.90577
C  -0.16918  1.38099  -2.16459
C  1.33398  1.70739  -2.32760
C  -3.12013  0.25295  3.26790
C  -4.15934  1.17764  3.23901
C  2.56246  -2.33747  -0.35917
C  3.76117  3.58912  1.99073
C  -4.54293  1.31854  -1.21526
C  -3.18504  1.19696  -1.46891
C  -3.09865  -0.71907  -0.01063
C  2.40350  -1.21492  0.46928
C  2.32183  0.61169  -1.89434
C  -4.04112  2.34612  2.47256
C  -0.13454  -1.63610  -3.27202
C  -4.45396  -0.59356  0.23813
C  5.63219  2.35699  1.09535
C  2.88241  2.69018  1.40205
C  2.33030  -3.59440  0.14614
C  1.69955  -2.68608  2.28601
C  -1.84894  1.65650  1.77807
C  1.99034  -1.39346  1.81203
C  -2.45217  0.17654  -0.86611
C  -0.02432  -2.87277  -3.89107
C  3.38708  1.62998  0.65105
C  -5.17651  0.43074  -0.35922
C  -0.19833  -4.03591  -3.15526
C  -1.96883  0.48332  2.52311
C  -0.46658  -3.96529  -1.79496
C  -0.55360  -2.73341  -1.16830
C  -2.88134  2.58282  1.74258
C  1.86887  -3.76943  1.45938
H  1.52602  1.95817  -3.37018
H  0.18257  -2.92560  -4.95152
H  1.55283  2.61548  -1.76100
H  1.37764  -2.81322  3.31049
H  -5.10103  2.12194  -1.67677
H  -2.54001  -1.49434  0.49987
H  1.66683  -4.76617  1.82804
H  2.87344  -2.21757  -1.38874
H  -0.01831  -0.73864  -3.86628
H  -2.71705  1.91457  -2.12737
H  2.48558  -4.45926  -0.48534
H  -0.73108  -2.68536  -0.09943
H  5.81178  4.11564  2.30650
H  3.37619  4.41623  2.57141
H  -6.23203  0.54228  -0.14856
H  6.70054  2.22872  0.98639
H  3.33669  0.87467  -2.19494
H  -0.60281  -4.87179  -1.21980
H  5.15686  0.63197  -0.08094
H  1.81090  2.80806  1.52442
H  -4.93891  -1.28090  0.91918
H  -0.67123  2.24566  -1.72573
H  -0.64188  1.20229  -3.13206
H  2.07030  -0.35125  -2.33980
H  2.10174  -0.58748  2.53576
H  -0.12817  -4.99856  -3.64411

Löwdin population analysis, charges in e, atoms 1 to 8: Ir 1.096; Br 0.752; Br 0.806; Br 0.812; Br 0.753; P 0.880; P 0.939; O -0.297

=====

Number 1: strongest force on any atom 0.02303 hartree/bohr. Number 2: strongest force on any atom 0.05091 hartree/bohr. Number 3: strongest force on any atom 0.01460 hartree/bohr. Number 4: strongest force on any atom 0.00101 hartree/bohr.